Here is a 14-piece molecular cluster, C23H77N25O14 overall in a non-equilibrium geometry from OMol25. Energies are from ωB97M-V/def2-TZVPD.

Last column: Löwdin charge in e.
CARTESIAN COORDINATES (ANGSTROEM)
C 0.436 -0.609 2.355  -0.071
C -0.734 -0.411 1.411  -0.394
C -0.336 0.322 0.140  -0.180
O 0.753 -0.310 -0.540  -0.212
C 0.911 0.243 -1.840  -0.097
N -1.354 -1.735 1.094  0.070
H 1.369 -0.948 1.882  0.084
H 0.270 -1.427 3.064  0.048
H 0.746 0.272 2.920  0.064
H -1.486 0.179 1.953  0.111
H -0.094 1.358 0.419  0.123
H -1.203 0.420 -0.533  0.126
H 0.173 -0.030 -2.599  0.086
H 1.902 -0.056 -2.215  0.091
H 1.068 1.328 -1.783  0.084
H -0.712 -2.459 1.413  0.034
H -1.400 -1.842 0.081  0.021
C -2.585 4.512 0.358  -0.076
C -2.994 5.105 -0.997  -0.453
C -2.264 4.417 -2.113  -0.243
O -0.892 4.590 -2.074  -0.185
C -0.238 4.284 -3.286  -0.111
N -4.435 5.142 -1.186  0.047
H -2.839 5.200 1.178  0.075
H -1.505 4.465 0.538  0.060
H -3.038 3.538 0.568  0.074
H -2.607 6.116 -0.826  0.141
H -2.629 4.777 -3.085  0.128
H -2.520 3.343 -2.078  0.134
H 0.843 4.430 -3.292  0.062
H -0.693 4.885 -4.086  0.097
H -0.354 3.211 -3.525  0.082
H -4.801 5.659 -0.390  0.073
H -4.743 4.176 -1.044  0.077
C -3.054 -6.735 -1.685  -0.068
C -3.110 -7.394 -0.312  -0.419
C -3.900 -6.624 0.734  -0.181
O -3.382 -5.291 0.794  -0.263
C -4.346 -4.250 0.945  -0.078
N -3.641 -8.789 -0.363  0.030
H -2.311 -7.146 -2.369  0.076
H -2.802 -5.681 -1.543  0.043
H -4.020 -6.685 -2.199  0.089
H -2.085 -7.509 0.063  0.136
H -3.758 -7.061 1.727  0.131
H -4.975 -6.608 0.510  0.130
H -4.951 -4.480 1.832  0.095
H -5.034 -4.202 0.088  0.093
H -3.841 -3.290 1.007  0.059
H -3.100 -9.275 -1.073  0.068
H -4.611 -8.780 -0.672  0.069
C 2.470 -0.550 5.516  -0.609
O 2.190 0.194 6.458  0.021
N 3.541 -0.306 4.653  0.164
N 1.693 -1.703 5.222  0.137
H 3.757 -1.011 3.990  0.054
H 4.268 0.322 4.942  0.108
H 0.879 -1.663 5.823  0.092
H 2.106 -2.599 5.048  0.087
C 1.658 4.291 -6.560  -0.628
O 1.254 4.312 -7.724  0.000
N 1.691 3.125 -5.779  0.146
N 2.292 5.387 -5.964  0.146
H 1.155 2.422 -6.256  0.092
H 2.037 3.073 -4.843  0.060
H 2.507 6.197 -6.505  0.089
H 2.611 5.314 -5.012  0.033
C 0.296 -4.458 2.301  -0.661
O 1.517 -4.267 2.213  -0.003
N -0.317 -4.392 3.553  0.155
N -0.522 -4.805 1.259  0.177
H 0.324 -4.368 4.312  0.080
H -1.301 -4.544 3.631  0.089
H -1.523 -4.888 1.323  0.069
H -0.020 -5.018 0.422  0.088
C -0.922 2.252 4.979  -0.559
O -0.082 3.070 4.541  -0.021
N -0.752 0.873 5.047  0.172
N -2.217 2.681 5.297  0.160
H 0.146 0.444 4.966  0.046
H -1.383 0.328 5.594  0.079
H -2.396 3.657 5.393  0.098
H -2.763 2.014 5.806  0.086
C -4.008 -0.205 -3.048  -0.613
O -4.805 0.544 -3.636  0.002
N -2.795 -0.615 -3.599  0.147
N -4.131 -0.552 -1.693  0.147
H -2.564 -0.318 -4.525  0.093
H -2.208 -1.339 -3.225  0.044
H -3.497 -1.232 -1.309  0.047
H -4.990 -0.349 -1.227  0.079
C 5.590 0.393 -3.275  -0.598
O 5.777 1.436 -2.639  -0.016
N 5.313 -0.809 -2.609  0.161
N 5.514 0.342 -4.668  0.152
H 5.486 -0.754 -1.609  0.053
H 5.106 -1.614 -3.148  0.077
H 5.651 1.153 -5.230  0.096
H 5.301 -0.538 -5.077  0.075
C -4.251 -0.448 3.164  -0.567
O -5.168 -0.061 3.938  -0.029
N -4.380 -0.565 1.765  0.153
N -3.043 -0.947 3.708  0.147
H -3.549 -0.746 1.218  0.043
H -5.222 -0.384 1.262  0.084
H -2.287 -1.279 3.134  0.039
H -2.945 -0.900 4.695  0.066
C 2.855 3.487 2.151  -0.572
O 3.949 3.153 1.666  -0.040
N 1.720 3.823 1.378  0.167
N 2.609 3.421 3.525  0.164
H 1.768 3.724 0.380  0.080
H 0.836 3.844 1.846  0.073
H 3.420 3.248 4.091  0.096
H 1.703 3.510 3.963  0.042
C 4.281 4.911 -2.497  -0.557
O 3.759 4.525 -3.562  -0.026
N 4.279 4.097 -1.349  0.168
N 4.850 6.189 -2.339  0.154
H 3.711 3.284 -1.401  0.076
H 4.759 4.382 -0.526  0.078
H 4.741 6.847 -3.083  0.096
H 5.388 6.346 -1.520  0.081
C 5.423 -0.082 0.762  -0.610
O 6.105 -1.026 0.324  -0.017
N 5.359 1.167 0.202  0.171
N 4.590 -0.234 1.879  0.146
H 5.939 1.353 -0.609  0.076
H 4.663 1.813 0.560  0.039
H 3.921 0.488 2.071  0.068
H 4.822 -0.878 2.585  0.053
C -0.724 -3.336 -1.928  -0.575
O -1.700 -2.603 -1.650  -0.050
N -0.850 -4.496 -2.675  0.170
N 0.557 -3.042 -1.460  0.182
H -0.093 -5.139 -2.734  0.096
H -1.762 -4.746 -2.992  0.084
H 1.177 -3.826 -1.428  0.092
H 0.764 -2.147 -1.002  0.083

Results
- Largest force on an atom: 3.26 eV/A
- Charge: 0
- Calculated total energy: -3345.19195 Eh
- Relative energy (zero: lowest compared OMol25 entry of this formula, charge and spin): 184.80 kJ/mol
- Lowest unoccupied orbital energy: -0.003 Eh
- Kohn-Sham gap: 9.23 eV